Record 1
Here is a cluster of 2 separate species, C3H5BrO in total in a non-equilibrium geometry from the OMol25 dataset. Energies are from ωB97M-V/def2-TZVPD.

Results
LUMO: -0.026 hartree
HOMO-LUMO gap: 9.837 eV

Last column: Mulliken charge in e.
CARTESIAN COORDINATES (ANGSTROEM)
C1 -0.73 -2.32 -1.15  -0.435
C2 -0.75 -2.47 0.14  -0.056
C3 0.35 1.25 0.51  -0.084
O1 1.73 1.42 1.05  -0.467
Br1 -0.89 2.69 1.03  -0.139
H1 -1.24 -2.97 -1.90  0.252
H2 -0.31 -1.42 -1.54  0.242
H3 0.28 1.30 -0.57  0.218
H4 -0.11 0.34 0.84  0.111
H5 1.67 2.20 1.61  0.358

Record 2
Here is a cluster of 2 separate species, C3H5BrO in total in a non-equilibrium geometry from the OMol25 dataset. Energies are from ωB97M-V/def2-TZVPD.

Results
LUMO (spin up / spin down): -0.089 / -0.039 hartree
HOMO-LUMO gap (spin up / spin down): 5.406 / 7.896 eV

Last column: Mulliken charge in e.
CARTESIAN COORDINATES (ANGSTROEM)
C1 -0.23 1.32 -0.03  -0.703
C2 -0.88 -1.23 0.32  -0.220
C3 0.41 0.38 -0.68  0.032
O1 0.16 -0.95 -0.38  -0.155
Br1 2.60 -0.68 0.62  -0.363
H1 0.11 2.32 -0.24  0.274
H2 -0.79 1.04 0.88  0.241
H3 -1.05 -2.25 0.53  0.285
H4 -1.42 -0.33 0.65  0.220
H5 1.09 0.39 -1.65  0.390

Record 3
Here is a cluster of 2 separate species, C3H5BrO in total in a non-equilibrium geometry from the OMol25 dataset. Energies are from ωB97M-V/def2-TZVPD.

Results
LUMO (spin up / spin down): -0.044 / -0.033 hartree
HOMO-LUMO gap (spin up / spin down): 8.836 / 8.053 eV

Last column: Mulliken charge in e.
CARTESIAN COORDINATES (ANGSTROEM)
C1 0.13 1.39 -0.03  0.022
C2 0.38 -1.12 -0.46  -0.899
C3 -0.43 0.01 -0.02  0.006
O1 1.31 1.56 -0.16  -0.461
Br1 -2.30 -0.25 0.09  -0.069
H1 -0.54 2.24 0.13  0.392
H2 -0.08 -2.09 -0.28  0.421
H3 1.25 -1.15 0.27  0.225
H4 0.43 -1.00 -1.63  0.271
H5 -0.16 0.42 2.09  0.091

Record 4
Here is the molecule C3H5BrO2 in a non-equilibrium geometry from the OMol25 dataset. Energies are from ωB97M-V/def2-TZVPD.

Results
LUMO: 0.021 hartree
structure (SMILES): C[C@@H](O)C(=O)Br
HOMO-LUMO gap: 10.752 eV

Last column: Mulliken charge in e.
CARTESIAN COORDINATES (ANGSTROEM)
C1 0.32 1.18 -0.71  0.348
C2 -0.65 -0.45 0.83  -1.281
C3 0.49 -0.24 -0.12  0.453
O1 0.02 1.60 -1.77  -0.413
O2 0.63 -1.15 -1.20  -0.551
Br1 0.62 2.60 0.61  -0.220
H1 -1.52 -0.42 0.26  0.432
H2 -0.79 0.46 1.51  0.335
H3 -0.53 -1.48 1.35  0.298
H4 1.42 -0.16 0.49  0.255
H5 -0.02 -1.94 -1.23  0.346

Record 5
Here is a cluster of 2 separate species, C3H5BrO2 in total in a non-equilibrium geometry from the OMol25 dataset. Energies are from ωB97M-V/def2-TZVPD.

Results
LUMO (spin up / spin down): 0.027 / -0.101 hartree
2S+1: 3
HOMO-LUMO gap (spin up / spin down): 7.787 / 6.220 eV

Last column: Mulliken charge in e.
CARTESIAN COORDINATES (ANGSTROEM)
C1 1.65 0.32 -0.07  0.175
C2 -3.53 1.71 -0.69  -0.383
C3 0.89 -0.66 -0.43  -0.416
O1 1.31 1.65 -0.34  -0.464
O2 -2.59 1.09 -0.28  -0.202
Br1 1.23 -2.41 0.09  -0.142
H1 2.57 0.21 0.57  0.304
H2 -4.64 1.57 -0.58  0.319
H3 -3.32 2.69 -1.13  0.267
H4 0.58 1.74 -0.87  0.263
H5 -0.06 -0.42 -0.86  0.280

Record 6
Here is a cluster of 2 separate species, C3H5BrO2S in total in a non-equilibrium geometry from the OMol25 dataset. Energies are from ωB97M-V/def2-TZVPD.

Results
LUMO (spin up / spin down): -0.069 / -0.069 hartree
HOMO-LUMO gap (spin up / spin down): 7.684 / 7.687 eV

Last column: Mulliken charge in e.
CARTESIAN COORDINATES (ANGSTROEM)
C1 -1.26 -0.64 -0.50  -0.328
C2 -1.06 -0.21 0.92  -0.468
C3 -0.67 0.66 -0.24  -0.307
O1 2.21 0.99 1.26  -0.474
O2 2.45 1.44 -1.19  -0.458
S1 1.87 0.70 -0.13  0.718
Br1 2.57 -1.53 -0.26  -0.198
H1 -0.99 -1.62 -0.93  0.291
H2 -2.24 -0.35 -0.90  0.229
H3 -1.97 -0.25 1.46  0.301
H4 -0.25 -0.71 1.39  0.212
H5 -0.66 1.53 -0.87  0.483

Record 7
Here is the molecule C3H5BrS in a non-equilibrium geometry from the OMol25 dataset. Energies are from ωB97M-V/def2-TZVPD.

Results
LUMO: 0.026 hartree
structure (SMILES): C[C@]1(Br)CS1
HOMO-LUMO gap: 9.882 eV

Last column: Mulliken charge in e.
CARTESIAN COORDINATES (ANGSTROEM)
C1 -0.11 0.92 1.14  -0.741
C2 0.48 0.11 -0.21  0.517
C3 -0.42 -0.89 -0.83  -1.200
S1 0.21 1.78 -0.39  -0.089
Br1 2.36 -0.46 0.07  -0.172
H1 -1.07 0.77 1.22  0.367
H2 0.67 1.09 1.96  0.286
H3 -0.65 -1.82 -0.30  0.309
H4 -0.04 -1.09 -1.75  0.388
H5 -1.42 -0.42 -0.92  0.336

Record 8
Here is a structure of composition C3H5CdO4 in a non-equilibrium geometry from the OMol25 dataset. Energies are from ωB97M-V/def2-TZVPD.

Results
LUMO: -0.259 hartree
charge: +1
HOMO-LUMO gap: 7.154 eV

Last column: Mulliken charge in e.
CARTESIAN COORDINATES (ANGSTROEM)
H1 -0.26 -1.88 0.91  0.351
C1 -0.07 -0.84 0.60  -0.687
O1 -1.20 -0.55 -0.27  -0.264
C2 -1.63 0.66 -0.46  0.864
O2 -0.86 1.63 0.13  -0.550
O3 -2.35 1.02 -1.36  -0.436
H2 -1.12 1.62 1.16  0.388
H3 0.00 -0.25 1.52  0.302
H4 1.22 -1.59 -1.07  0.323
C3 1.38 -0.87 -0.25  -0.009
O4 1.78 0.34 -0.74  -0.796
H5 2.11 -1.29 0.46  0.341
Cd1 1.00 2.00 -0.64  1.174

no.,DFT total energy (eV)
1,-75277.2835
2,-75277.4258
3,-75277.5110
4,-77328.7954
5,-77323.7986
6,-88160.5884
7,-84068.1476
8,-15935.4783